Version i
{"formula": "C4H12N4", "method": "ωB97M-V/def2-TZVPD", "orbital_gap_ev": 9.12, "lumo_ha": 0.0273, "e_homo_ev": -8.373, "symbols": ["C", "C", "C", "C", "H", "H", "H", "H", "H", "H", "H", "H", "H", "H", "H", "H", "N", "N", "N", "N"], "coordinates": [[2.31036, -0.51850, 0.49744], [0.10148, 0.50000, 0.59519], [-2.10641, 0.27408, 1.34722], [0.19196, 0.63018, -1.76687], [2.01226, -1.42809, 0.97308], [3.45113, -0.12845, 0.39671], [2.10500, -0.68519, -0.56100], [1.67133, 1.08389, 1.61648], [-2.58124, 1.30524, 0.77586], [-2.75288, 0.16762, 2.59517], [-2.10379, -0.95592, 0.51861], [0.98142, 1.38315, -1.35233], [0.85269, -0.12083, -2.38136], [-0.39213, 1.20945, -2.53144], [-2.14788, -0.89970, -1.23795], [-1.12962, -1.92593, -0.37441], [1.47586, 0.70159, 0.76676], [-0.60081, 0.63526, 1.66033], [-0.29286, -0.09134, -0.55333], [-1.04588, -1.13650, -0.98417]], "lowdin_charge": [-0.07, -0.53, -0.18, -0.07, 0.06, 0.13, 0.04, 0.06, 0.09, 0.13, 0.13, 0.10, 0.10, 0.08, 0.16, 0.06, -0.03, 0.00, -0.24, -0.03]}

=====

Version ii
{"formula": "C4H12N4", "method": "ωB97M-V/def2-TZVPD", "orbital_gap_ev": 8.15, "lumo_ha": 0.0110, "e_homo_ev": -7.848, "symbols": ["C", "C", "C", "C", "H", "H", "H", "H", "H", "H", "H", "H", "H", "H", "H", "H", "N", "N", "N", "N"], "coordinates": [[-2.19445, -1.32640, -0.52334], [-1.59980, 0.57494, 0.94364], [0.96548, 0.09662, -0.27832], [0.81655, 1.54182, -0.58792], [-3.01186, -0.68193, -0.89548], [-1.67925, -1.70527, -1.41621], [-2.49163, -2.04959, 0.30332], [-2.66433, -0.23942, 1.60116], [-2.27894, 2.11310, 0.55682], [-0.44733, 0.86394, 1.61175], [1.28195, 2.30539, 0.01927], [1.51376, 1.53617, -1.44529], [-0.37030, 1.91241, -0.72907], [2.88509, 0.80183, -0.48510], [3.22166, -1.42849, 1.24003], [1.92542, -1.87541, 0.23113], [-1.18007, -0.24681, -0.22841], [0.03994, -0.80168, -0.18664], [2.33527, -0.05019, 0.14716], [2.93284, -1.34102, 0.12152]], "lowdin_charge": [-0.10, -0.15, -0.44, -0.09, 0.07, 0.07, 0.09, 0.15, 0.16, 0.14, 0.07, 0.07, 0.11, 0.19, 0.13, 0.11, -0.40, 0.02, -0.17, -0.05]}

=====

Q: Which of them is the most stable? A: version i.

=====

Version i
{"formula": "C4H12N4", "method": "ωB97M-V/def2-TZVPD", "orbital_gap_ev": 9.74, "lumo_ha": 0.0394, "smiles": "[H]/N=C/N=C(/C)N.CN", "e_homo_ev": -8.672, "symbols": ["C", "C", "C", "N", "C", "N", "N", "N", "H", "H", "H", "H", "H", "H", "H", "H", "H", "H", "H", "H"], "coordinates": [[-0.21606, -1.66774, -0.27139], [2.11634, 0.80639, -0.01564], [-2.05936, 1.42195, -1.02006], [2.40988, -0.58969, 0.25372], [-1.49342, 0.26219, -0.25725], [-0.40453, -1.98346, 0.95071], [-1.76854, 0.18075, 1.04747], [-0.76864, -0.59607, -0.90142], [3.08318, -0.94272, -0.41375], [0.40132, -2.25475, -0.95937], [0.08900, -2.81932, 1.24939], [2.81164, -0.69368, 1.17948], [-1.34840, -0.63975, 1.50573], [-2.30068, 0.88454, 1.52983], [2.99380, 1.46574, 0.01398], [1.65550, 0.87653, -0.99754], [1.39832, 1.15780, 0.72318], [-3.15042, 1.41469, -0.96178], [-1.69732, 2.36225, -0.59596], [-1.75158, 1.35432, -2.05940]], "lowdin_charge": [-0.34, -0.20, -0.03, -0.07, -0.48, 0.05, 0.16, 0.06, 0.06, 0.10, 0.05, 0.06, 0.05, 0.10, 0.06, 0.06, 0.06, 0.08, 0.08, 0.08]}

=====

Version ii
{"formula": "C4H12N4", "method": "ωB97M-V/def2-TZVPD", "orbital_gap_ev": 9.37, "lumo_ha": 0.0328, "smiles": "[H]/N=C/C.C=NN(C)N", "e_homo_ev": -8.478, "symbols": ["C", "N", "N", "C", "N", "H", "H", "H", "H", "H", "H", "H", "C", "C", "N", "H", "H", "H", "H", "H"], "coordinates": [[1.54114, 1.67632, -0.32852], [1.72529, 0.24669, -0.03986], [2.78403, -0.24645, -0.84108], [0.61955, -1.73552, 0.19618], [0.54946, -0.52053, -0.23098], [2.53932, -0.20275, -1.82988], [3.67194, 0.19404, -0.61091], [2.46242, 2.23835, -0.13503], [0.76359, 2.09026, 0.32099], [1.24833, 1.84396, -1.37262], [-0.26271, -2.39196, 0.19037], [1.53114, -2.21132, 0.59487], [-2.85165, -0.14439, -0.34338], [-1.99047, 0.00792, 0.87152], [-2.15555, -0.77945, 1.89486], [-1.51969, -0.49214, 2.64813], [-1.46215, 0.97077, 0.98954], [-3.91432, -0.18211, -0.09305], [-2.69042, 0.70515, -1.01208], [-2.58923, -1.06685, -0.86909]], "lowdin_charge": [-0.10, -0.32, 0.01, -0.03, -0.02, 0.07, 0.08, 0.08, 0.06, 0.07, 0.07, 0.08, -0.10, -0.34, 0.06, 0.04, 0.09, 0.07, 0.07, 0.07]}

=====

Q: Which of them is the most stable? A: version i.

=====

Version i
{"formula": "C5H8I2", "method": "ωB97M-V/def2-TZVPD", "orbital_gap_ev": [7.17, 5.95], "lumo_ha": [-0.0373, -0.0610], "e_homo_ev": [-8.180, -7.614], "symbols": ["C", "C", "C", "C", "C", "I", "I", "H", "H", "H", "H", "H", "H", "H", "H"], "coordinates": [[-0.97794, -0.03733, -1.18467], [-0.03044, -0.20622, -0.16429], [-2.74463, 0.07923, -1.09552], [0.19885, 0.98871, 0.73106], [0.30125, -1.57001, 0.31386], [-3.31092, 1.85811, 0.01072], [-3.34670, -1.58859, 0.10726], [-0.90153, 1.02582, -1.68810], [-1.20860, -0.86888, -1.90668], [-0.79476, 1.12103, 1.14061], [0.47064, 1.83892, 0.15159], [0.78330, 0.70372, 1.50566], [-0.35396, -2.46290, 0.17325], [0.59612, -1.43834, 1.42143], [1.35736, -1.85652, -0.15276]], "lowdin_charge": [-0.38, -0.33, -1.06, -0.04, -0.09, 0.61, 0.63, 0.12, 0.09, 0.03, 0.09, 0.04, 0.05, 0.10, 0.14]}

=====

Version ii
{"formula": "C5H8I2", "method": "ωB97M-V/def2-TZVPD", "orbital_gap_ev": 9.46, "lumo_ha": 0.0148, "smiles": "C/C=C\\I.C=CI", "e_homo_ev": -9.059, "symbols": ["C", "C", "C", "C", "C", "I", "I", "H", "H", "H", "H", "H", "H", "H", "H"], "coordinates": [[1.78584, 0.82960, -2.21849], [-1.20410, -0.72363, 0.74280], [1.85278, -0.17635, -1.32836], [-1.28842, 0.16266, -0.28467], [-1.38653, -0.40368, 2.26580], [3.08897, -0.41322, 0.35663], [-1.42687, 2.30797, -0.14645], [1.05800, 0.82289, -3.00031], [2.36750, 1.74550, -2.12372], [-1.04527, -1.77449, 0.47308], [1.22165, -1.01605, -1.35977], [-0.94783, -0.22873, -1.39151], [-1.50813, -1.28371, 2.86696], [-2.16903, 0.25979, 2.64371], [-0.39857, -0.10858, 2.50430]], "lowdin_charge": [-0.11, -0.27, -0.73, -0.64, -0.11, 0.74, 0.70, 0.05, 0.06, 0.09, -0.02, 0.08, 0.05, 0.07, 0.05]}

=====

Q: Which of them is the most stable? A: version ii.

=====

Version i
{"formula": "C5H13N4", "method": "ωB97M-V/def2-TZVPD", "orbital_gap_ev": [9.08, 7.88], "total_charge": 1, "lumo_ha": [-0.1744, -0.2079], "e_homo_ev": [-13.829, -13.536], "symbols": ["C", "C", "C", "C", "C", "N", "N", "N", "N", "H", "H", "H", "H", "H", "H", "H", "H", "H", "H", "H", "H", "H"], "coordinates": [[-2.19137, 0.32897, -0.03642], [1.20383, -1.08095, -0.37783], [-0.27027, -1.30216, -0.21662], [1.48845, 0.22387, 0.46466], [2.98236, 0.55661, 0.20828], [-2.45860, 1.52952, -0.30734], [-1.02537, -0.17215, -0.55691], [-3.05607, -0.53949, 0.58589], [0.73801, 1.27135, -0.16536], [1.74675, -1.92315, -0.16573], [1.40262, -0.76818, -1.33568], [-0.45252, -1.99600, -1.00707], [-0.39446, -1.59337, 0.76747], [1.21188, 0.06779, 1.51499], [3.08073, 0.60702, -0.92069], [3.37802, -0.31497, 0.75650], [3.00379, 1.57022, 0.76274], [-3.41350, 1.80371, -0.10578], [-3.84586, -0.34715, 1.23132], [-2.58015, -1.47127, 0.84441], [-1.77102, 2.13831, -0.79119], [1.22274, 1.41148, -1.14963]], "lowdin_charge": [-0.48, -0.11, -0.24, -0.47, -0.03, 0.22, 0.12, 0.18, 0.17, 0.11, 0.09, 0.14, 0.10, 0.15, 0.11, 0.10, 0.12, 0.15, 0.14, 0.15, 0.16, 0.13]}

=====

Version ii
{"formula": "C5H13N4", "method": "ωB97M-V/def2-TZVPD", "orbital_gap_ev": 7.94, "total_charge": 1, "lumo_ha": -0.1108, "e_homo_ev": -10.955, "symbols": ["C", "C", "C", "C", "C", "N", "N", "N", "N", "H", "H", "H", "H", "H", "H", "H", "H", "H", "H", "H", "H", "H"], "coordinates": [[0.39874, -1.43115, 0.42972], [0.46687, 0.76853, -0.44950], [-1.64589, -0.37768, 0.83661], [-1.41125, 0.45665, 2.13446], [2.48118, -0.54891, -0.64112], [-0.86798, -1.39894, 0.60841], [1.10357, -0.44482, -0.21120], [-2.69585, -0.20545, -0.01332], [0.52515, 1.10317, -1.86016], [1.02489, -2.25815, 0.69649], [0.91528, 1.44356, 0.24883], [-2.14712, 0.20757, 2.82411], [-1.24758, 1.52651, 1.78748], [-0.52276, 0.02414, 2.68375], [3.02828, -1.09576, 0.09721], [2.42813, -0.99091, -1.70254], [2.87932, 0.43073, -0.52586], [-2.86283, -1.04677, -0.67055], [-3.40034, 0.49493, 0.39740], [-0.18975, 1.70317, -2.06888], [0.28412, 0.21936, -2.45109], [1.45582, 1.42024, -2.15028]], "lowdin_charge": [-0.10, -0.27, -0.41, 0.01, -0.03, 0.11, -0.20, 0.14, 0.16, 0.14, 0.10, 0.05, 0.11, 0.11, 0.09, 0.13, 0.08, 0.17, 0.16, 0.11, 0.22, 0.15]}

=====

Q: Which of them is the most stable? A: version ii.

=====

Version i
{"formula": "C5H13N4", "method": "ωB97M-V/def2-TZVPD", "orbital_gap_ev": 11.32, "total_charge": 1, "lumo_ha": -0.1030, "smiles": "C/N=C/N1C[N@+]1(C)NC", "e_homo_ev": -14.126, "symbols": ["C", "C", "C", "C", "C", "N", "N", "N", "N", "H", "H", "H", "H", "H", "H", "H", "H", "H", "H", "H", "H", "H"], "coordinates": [[1.23839, 0.79809, 0.28518], [-1.06046, 0.80614, 1.18500], [3.19070, -0.34270, -0.09656], [-2.10061, 1.19048, -1.00732], [-0.81085, -1.83398, 0.28386], [-0.03481, 1.18559, 0.20971], [1.72567, -0.26376, -0.10562], [-1.20127, 0.41160, -0.16725], [-1.30456, -0.88996, -0.65736], [1.90996, 1.60791, 0.65312], [-0.90781, 0.04890, 1.92356], [-1.74743, 1.64285, 1.39785], [3.74470, 0.58154, -0.25944], [3.62486, -0.77870, 0.84374], [3.50267, -1.11530, -0.76535], [-3.07338, 1.57747, -0.50167], [-1.54512, 2.05350, -1.51184], [-2.40288, 0.55253, -1.72024], [0.11450, -1.35329, 0.78707], [-1.63531, -2.07032, 1.05552], [-0.50222, -2.70815, -0.34404], [-0.72476, -1.10046, -1.48791]], "lowdin_charge": [-0.26, 0.03, -0.09, 0.04, -0.10, 0.08, 0.02, -0.24, -0.02, 0.17, 0.14, 0.15, 0.08, 0.11, 0.07, 0.15, 0.15, 0.05, 0.08, 0.12, 0.12, 0.16]}

=====

Version ii
{"formula": "C5H13N4", "method": "ωB97M-V/def2-TZVPD", "orbital_gap_ev": 8.70, "total_charge": 1, "lumo_ha": -0.1448, "e_homo_ev": -12.639, "symbols": ["C", "C", "C", "C", "C", "N", "N", "N", "N", "H", "H", "H", "H", "H", "H", "H", "H", "H", "H", "H", "H", "H"], "coordinates": [[-1.66508, 1.22449, -0.88640], [0.76217, 0.83164, -0.35991], [0.41698, -0.06521, 0.70311], [0.49504, 0.83336, 1.98481], [-1.17073, -1.08460, -1.59318], [-1.01893, -0.26501, 0.70162], [1.88116, 1.13683, -0.90922], [1.25548, -1.27691, 0.77290], [-1.67775, -0.18178, -0.49313], [-1.45031, 1.23776, -1.95837], [1.32693, 1.52633, 2.04717], [0.28860, 0.17451, 2.78182], [-0.19184, 1.67457, 1.65127], [-0.24889, -0.76173, -1.95315], [-1.23073, -2.10549, -1.21762], [-1.91817, -1.15525, -2.46178], [-1.35738, -1.04225, 1.34550], [2.09302, 1.88005, -1.45430], [2.75675, 0.73022, -0.49660], [1.12714, -1.73318, 1.58173], [2.20625, -1.10433, 0.45950], [-2.67973, -0.47400, -0.24577]], "lowdin_charge": [0.19, -0.04, -0.59, 0.01, 0.00, -0.02, 0.22, 0.14, -0.29, 0.01, 0.09, 0.08, 0.11, 0.06, 0.10, 0.14, 0.20, 0.09, 0.16, 0.03, 0.09, 0.23]}

=====

Q: Which of them is the most stable? A: version i.

=====

Version i
{"formula": "C5H7NS2", "method": "ωB97M-V/def2-TZVPD", "orbital_gap_ev": 8.03, "lumo_ha": -0.0237, "e_homo_ev": -8.679, "symbols": ["C", "C", "C", "C", "C", "N", "S", "S", "H", "H", "H", "H", "H", "H", "H"], "coordinates": [[-1.69934, 0.52484, -0.02001], [1.59333, -0.27300, 0.17623], [0.02147, -0.31203, 0.41752], [-1.75426, 1.97234, -0.16934], [2.16518, -1.46368, -0.56603], [-0.27441, -1.36210, 1.06357], [-2.88720, -0.56370, 0.00367], [2.46603, 0.93369, 0.92649], [-0.89889, 2.70679, 0.19473], [-2.68594, 2.45190, 0.27660], [-1.65981, 1.98683, -1.27672], [3.28189, -1.46477, -0.52236], [1.87178, -1.39041, -1.61443], [1.77815, -2.37567, -0.17669], [-1.31796, -1.37101, 1.28677]], "lowdin_charge": [-0.69, -0.75, -0.27, -0.18, -0.13, 0.05, 0.77, 0.66, 0.12, 0.10, 0.09, 0.09, 0.08, 0.06, -0.01]}

=====

Version ii
{"formula": "C5H7NS2", "method": "ωB97M-V/def2-TZVPD", "orbital_gap_ev": 7.14, "lumo_ha": -0.0138, "e_homo_ev": -7.521, "symbols": ["C", "C", "C", "C", "C", "N", "S", "S", "H", "H", "H", "H", "H", "H", "H"], "coordinates": [[-0.86489, -0.15958, 0.41991], [-2.16021, 0.30399, 0.05746], [1.42426, 0.48171, 0.34844], [-3.26514, -0.60140, 0.57285], [3.77999, 0.29726, -0.87959], [0.23623, 0.48306, 0.28203], [-2.50493, 1.78333, -0.51531], [2.94836, 0.87221, 0.67517], [-0.72751, -1.24403, 0.53882], [-3.94607, -0.11838, 1.22483], [-3.81774, -1.00763, -0.22790], [-2.84588, -1.34138, 1.21536], [3.00888, -0.47266, -1.29018], [4.61440, -0.24744, -0.66283], [4.12022, 0.97095, -1.75907]], "lowdin_charge": [-0.24, -0.85, -0.48, -0.13, -0.36, 0.04, 0.64, 0.95, 0.13, 0.06, 0.06, 0.06, 0.07, -0.03, 0.08]}

=====

Q: Which of them is the most stable? A: version ii.

=====

Version i
{"formula": "C5H7NS2", "method": "ωB97M-V/def2-TZVPD", "orbital_gap_ev": [7.12, 6.96], "lumo_ha": [-0.0008, -0.0095], "e_homo_ev": [-7.141, -7.213], "symbols": ["C", "C", "C", "C", "C", "N", "S", "S", "H", "H", "H", "H", "H", "H", "H"], "coordinates": [[1.52353, 0.94704, -0.27248], [1.54512, -0.40472, -0.04586], [-1.66780, -0.79833, 2.11897], [0.44506, 1.56044, -1.15296], [0.61274, -1.08660, -0.75305], [-2.24074, -0.79354, 0.96945], [-0.20631, -0.83207, 2.67182], [-0.10193, -0.01559, -1.91630], [2.11095, 1.64563, 0.35717], [2.20495, -0.92501, 0.59265], [-0.45393, 1.92214, -0.66546], [0.85869, 2.10168, -2.01027], [0.26883, -2.08289, -0.88930], [-3.20461, -0.54565, 0.86557], [-1.69455, -0.69253, 0.13006]], "lowdin_charge": [-0.18, -0.29, -0.78, -0.39, -0.45, 0.02, 0.67, 0.87, 0.11, 0.09, 0.07, 0.07, 0.06, 0.10, 0.03]}

=====

Version ii
{"formula": "C5H7NS2", "method": "ωB97M-V/def2-TZVPD", "orbital_gap_ev": 8.29, "lumo_ha": -0.0152, "smiles": "C/N=C1/CSC(=S)C1", "e_homo_ev": -8.700, "symbols": ["C", "C", "C", "C", "C", "N", "S", "S", "H", "H", "H", "H", "H", "H", "H"], "coordinates": [[-0.24542, 0.55610, 0.03179], [1.96512, -0.32047, -0.15792], [0.59618, -0.63603, -0.48088], [0.45916, 1.80970, -0.05129], [-1.98236, -0.83326, 0.55514], [-1.41345, 0.47288, 0.49863], [3.17782, -1.41014, -0.23853], [2.30274, 1.44386, 0.06232], [0.43613, -1.65829, -0.04725], [0.28379, -0.81849, -1.53389], [0.50078, 2.36897, -1.10713], [0.18415, 2.35774, 0.79633], [-3.01831, -0.67503, 0.85963], [-1.89668, -1.30509, -0.43995], [-1.34965, -1.35244, 1.25300]], "lowdin_charge": [-0.42, -1.12, -0.25, -0.36, -0.12, 0.03, 0.65, 0.88, 0.12, 0.15, 0.13, 0.06, 0.08, 0.09, 0.08]}

=====

Q: Which of them is the most stable? A: version ii.